Density functional theory data (ωB97M-V with the def2-TZVPD basis set) for C11H13ClO as an isolated structure.

The gap between HOMO and LUMO (spin up / spin down) comes out at 7.59 / 6.00 eV. For the energy above the lowest of the compared OMol25 structures with the same formula, charge and spin, the calculation gives 112.8 kcal per mole. As for the net charge: 0. The calculation puts the HOMO energy (spin up / spin down) at -7.00 / -6.51 eV.

Structure (XYZ):
```
26
Properties=species:S:1:pos:R:3:mulliken_charge:R:1
Cl -2.011 -1.917 -1.477 -0.242
O 1.420 -0.969 -1.158 -0.507
C -1.228 0.695 -0.558 0.027
C -2.125 -0.404 1.059 -0.321
C -1.534 2.360 1.342 -0.637
C 0.971 -2.610 0.556 -1.191
C -0.842 1.749 -1.417 -0.776
C -1.464 -0.636 -0.312 0.357
C 1.149 -1.240 0.147 0.813
C -1.562 1.046 0.839 0.093
C -1.057 3.347 0.475 -0.359
C 1.406 -0.140 1.170 -1.065
C -0.647 2.997 -0.827 -0.433
H -3.201 -0.462 0.954 0.309
H 0.886 0.783 0.863 0.172
H 1.833 -2.995 1.242 0.322
H -1.774 2.745 2.368 0.297
H -0.636 1.606 -2.459 0.487
H 1.137 -3.165 -0.380 0.349
H 1.633 0.018 -1.246 0.383
H -1.725 -0.820 1.958 0.228
H 0.023 -2.771 1.066 0.244
H 2.496 0.160 1.513 0.329
H -0.196 3.788 -1.377 0.404
H 0.980 -0.428 2.106 0.311
H -0.969 4.359 0.820 0.406
```


Density functional theory data (ωB97M-V with the def2-TZVPD basis set) for a 10-piece molecular cluster, C28H44N8O10S2 overall.

The gap between HOMO and LUMO comes out at 8.42 eV. As for the net charge: 0. The calculation puts the HOMO energy at -8.52 eV.

Structure (XYZ):
```
92
Properties=species:S:1:pos:R:3:mulliken_charge:R:1
S 12.266 10.308 12.313 0.277
S 9.711 16.460 13.168 0.935
O 11.673 10.487 10.974 -0.574
O 12.769 15.553 11.907 -0.279
O 5.517 12.686 11.310 -0.643
O 13.778 16.293 13.738 -0.572
O 13.009 16.594 8.635 -0.495
O 8.242 16.547 12.979 -0.658
O 10.750 13.446 10.913 -0.492
O 8.881 12.615 11.425 -0.590
O 14.804 15.424 8.736 -0.586
O 6.182 13.748 9.631 -0.576
N 8.031 15.515 17.586 -0.469
N 9.779 12.772 10.621 1.157
N 10.713 19.353 12.018 -0.258
N 13.672 16.117 12.533 0.882
N 12.182 12.344 16.551 -0.308
N 5.998 13.659 10.805 1.111
N 9.118 15.200 7.635 -0.288
N 13.628 15.546 8.546 0.829
C 11.301 18.658 11.035 -0.221
C 7.340 15.180 16.515 -0.319
C 12.866 14.287 8.464 -0.279
C 9.917 20.334 11.640 -0.372
C 7.393 17.818 17.312 -0.515
C 13.430 12.711 16.835 -0.221
C 9.744 20.746 10.341 -0.306
C 12.605 14.524 18.151 -0.170
C 6.845 16.661 8.149 -0.458
C 12.878 11.925 12.740 0.332
C 11.343 14.029 17.925 -0.327
C 7.861 16.588 9.062 -0.812
C 6.300 14.819 11.569 -0.429
C 8.104 15.172 6.847 -0.359
C 8.098 16.803 17.914 -0.308
C 6.722 17.468 16.117 -0.306
C 10.953 10.371 13.506 -0.793
C 14.676 16.802 11.640 -0.562
C 11.217 12.919 17.164 -0.181
C 10.344 20.088 9.280 -0.910
C 13.712 13.806 17.683 -0.542
C 8.988 15.854 8.798 -0.300
C 6.937 15.901 7.012 -0.309
C 9.630 12.284 9.258 -0.943
C 10.129 14.962 13.921 -0.314
C 10.188 17.412 14.518 -0.920
C 6.642 16.118 15.759 0.194
C 11.128 18.972 9.723 -0.260
H 9.886 15.825 9.383 0.884
H 14.329 12.210 16.406 0.298
H 10.173 12.553 16.952 0.320
H 7.373 14.949 11.557 0.084
H 9.533 21.000 12.401 0.350
H 11.285 17.405 14.466 0.277
H 12.177 12.635 12.302 -0.443
H 11.173 14.895 14.277 0.338
H 8.223 14.717 5.846 0.331
H 10.069 14.116 13.242 -0.102
H 8.577 12.145 9.050 0.316
H 10.293 11.198 13.317 0.126
H 5.891 17.187 8.389 0.317
H 6.233 18.213 15.546 0.457
H 5.895 14.739 12.589 0.149
H 5.896 15.620 10.982 0.271
H 7.235 14.117 16.206 0.360
H 14.774 13.949 17.925 0.365
H 11.594 18.369 8.982 0.551
H 8.702 16.961 18.763 0.440
H 6.062 15.807 14.868 0.091
H 13.464 13.589 7.847 0.245
H 12.729 14.085 9.519 0.184
H 10.122 11.250 9.260 0.233
H 11.874 14.463 7.997 0.021
H 9.064 21.529 10.247 0.469
H 12.690 15.462 18.705 0.375
H 10.116 12.951 8.582 0.234
H 15.662 16.702 12.085 0.333
H 9.448 14.806 14.792 -0.087
H 14.509 17.841 11.514 0.320
H 12.853 12.094 13.848 -0.035
H 9.866 18.452 14.299 0.352
H 10.268 20.588 8.278 0.363
H 11.929 17.849 11.326 0.638
H 13.895 12.066 12.345 0.374
H 9.789 17.034 15.444 0.197
H 7.858 17.242 9.913 0.598
H 11.309 10.604 14.465 0.404
H 14.524 16.392 10.645 0.000
H 6.165 15.842 6.235 0.398
H 7.317 18.797 17.816 0.360
H 10.380 9.438 13.407 0.371
H 10.441 14.545 18.191 0.385
```


Density functional theory data (ωB97M-V with the def2-TZVPD basis set) for C32H31MnN6O3PS2 as an isolated structure.

The gap between HOMO and LUMO (spin up / spin down) comes out at 6.48 / 6.21 eV. For the energy above the lowest of the compared OMol25 structures with the same formula, charge and spin, the calculation gives 17.1 kcal per mole. Its expectation value of S² is 0.776. Its spin multiplicity is 2. As for the net charge: 0. The calculation puts the HOMO energy (spin up / spin down) at -7.10 / -6.83 eV.

Structure (XYZ):
```
76
Properties=species:S:1:pos:R:3:mulliken_charge:R:1
Mn -0.505 -0.870 -0.570 0.366
S -0.127 5.792 -3.511 -0.386
S -2.357 -0.870 1.251 -0.527
P 0.871 0.147 1.075 3.047
O -2.221 -1.397 -1.853 -0.335
O 1.345 -2.185 -2.234 -0.930
O -3.918 -1.458 -3.237 -0.374
N -0.801 0.970 -1.252 0.905
N -2.202 5.763 -1.939 -0.253
N -1.799 -1.210 -4.084 -0.061
N -2.218 -3.443 2.038 -0.577
N -0.462 -0.901 -3.876 -0.448
N -0.786 -2.685 0.307 0.569
C 1.373 1.012 3.717 -0.525
C 0.138 1.590 -1.980 -0.698
C 4.851 -1.733 -0.137 -0.680
C 2.445 3.760 -0.139 -0.894
C 1.408 0.852 5.096 -0.816
C -1.194 5.067 -2.477 0.157
C -0.711 -4.946 0.969 -1.270
C 0.260 2.858 1.309 -0.123
C -2.180 -5.704 2.877 -1.241
C 1.210 -1.485 -1.221 0.007
C 1.197 1.935 0.840 -0.205
C 3.698 -1.886 -0.884 -0.858
C 0.803 0.034 2.902 0.613
C 2.506 -1.305 -0.448 0.802
C -1.907 1.669 -0.972 -1.314
C 2.289 2.402 0.110 -0.634
C -1.097 3.639 -2.079 1.438
C 0.283 -1.114 3.497 -0.215
C 0.031 2.899 -2.402 -0.832
C -2.091 2.982 -1.360 -1.228
C 0.415 4.213 1.054 -0.847
C 3.653 -0.432 1.493 -0.466
C -4.431 -1.391 -4.563 -0.896
C -0.278 -3.903 0.181 -0.141
C 1.507 4.668 0.326 -0.556
C 0.325 -1.277 4.874 -0.780
C 4.831 -1.013 1.055 -0.760
C 0.883 -0.293 5.676 -0.532
C -1.692 -4.659 1.921 1.134
C -1.778 -2.484 1.209 0.143
C -2.604 -1.335 -3.004 0.119
C 2.498 -0.573 0.730 -0.272
H 1.848 1.623 5.714 0.411
H -4.058 -2.215 -5.177 0.341
H -0.296 -5.938 0.862 0.344
H -3.026 3.446 -1.078 0.318
H 0.909 -0.417 6.752 0.378
H -0.165 -1.883 2.892 0.169
H -0.595 2.511 1.880 0.494
H -0.092 -2.174 5.315 0.466
H 3.302 4.104 -0.704 0.424
H -2.663 1.134 -0.416 0.444
H 1.786 1.911 3.278 0.419
H 3.027 1.703 -0.265 0.377
H 1.621 5.725 0.122 0.423
H 3.685 -2.456 -1.804 0.489
H 3.636 0.121 2.424 0.466
H -2.864 5.354 -1.306 0.145
H 0.491 -4.020 -0.577 0.503
H -2.317 6.727 -2.203 0.210
H -2.143 -1.386 -5.013 0.193
H -0.322 4.915 1.426 0.421
H 1.019 1.003 -2.194 0.654
H 5.779 -2.184 -0.470 0.396
H -4.200 -0.432 -5.030 0.346
H 0.833 3.363 -2.958 0.419
H 5.736 -0.912 1.641 0.427
H -2.051 -6.707 2.473 0.365
H -0.137 -0.251 -4.574 0.227
H 0.144 -1.703 -3.752 0.249
H -1.613 -5.639 3.809 0.244
H -5.507 -1.493 -4.467 0.247
H -3.227 -5.529 3.113 0.366
```


Density functional theory data (ωB97M-V with the def2-TZVPD basis set) for C8H15AlCl2F3O3 as an isolated structure.

The gap between HOMO and LUMO comes out at 7.43 eV. As for the net charge: -1. The calculation puts the HOMO energy at -4.99 eV.

Structure (XYZ):
```
32
Properties=species:S:1:pos:R:3:mulliken_charge:R:1
Cl -5.148 0.705 -0.305 -0.197
Cl -6.484 3.851 -0.453 -0.206
Al 2.550 -2.809 0.174 0.381
F -0.660 2.361 -0.248 -0.252
F 1.305 2.911 1.100 -0.262
F -0.961 2.691 2.111 -0.260
O 3.588 -1.204 0.350 -0.605
O 3.089 -3.195 -1.628 -0.550
O -0.523 -0.315 0.629 -0.282
C 0.517 -2.635 -0.034 -0.489
C -0.218 -1.700 1.098 -0.401
C 3.367 -1.787 -2.065 -0.212
C 0.324 0.587 1.429 -0.390
C 4.402 -1.202 -0.911 -0.200
C -4.797 3.417 -0.081 -0.408
C -0.008 2.190 1.087 0.749
C -4.335 2.192 -0.853 -0.155
H -4.716 3.267 1.000 0.311
H -1.249 -2.233 1.372 0.194
H -3.262 2.040 -0.702 0.037
H 0.183 0.450 2.602 0.230
H 0.045 -3.724 0.083 0.265
H 2.372 -1.190 -1.787 0.066
H -4.181 4.281 -0.350 0.291
H -4.515 2.301 -1.927 0.324
H 1.456 0.316 1.217 0.285
H 3.606 -1.597 -3.195 0.274
H 0.296 -2.296 -1.155 0.180
H 3.167 -3.735 1.299 -0.373
H 5.246 -2.024 -0.757 0.151
H 5.035 -0.246 -1.146 0.265
H 0.506 -1.667 2.046 0.237
```


Density functional theory data (ωB97M-V with the def2-TZVPD basis set) for C24H29ClN2OPYb as an isolated structure.

The gap between HOMO and LUMO (spin up / spin down) comes out at 7.81 / 6.73 eV. For the energy above the lowest of the compared OMol25 structures with the same formula, charge and spin, the calculation gives 7.0 kcal per mole. Its expectation value of S² is 0.751. Its spin multiplicity is 2. As for the net charge: +2. The calculation puts the HOMO energy (spin up / spin down) at -14.43 / -14.43 eV.

Structure (XYZ):
```
59
Properties=species:S:1:pos:R:3:mulliken_charge:R:1
Yb 1.345 -0.060 0.898 0.715
Cl 1.642 0.786 3.150 -0.410
P 0.109 0.997 -1.297 0.903
O 0.166 -1.470 1.786 -0.532
N -1.365 -1.323 3.425 0.192
N 0.590 -2.676 3.658 0.173
C -0.983 -0.644 -3.288 -0.417
C -1.925 -1.622 4.698 -0.607
C -1.285 -2.868 5.269 -0.727
C -1.860 -0.101 2.816 -1.050
C -0.216 -1.841 2.951 0.546
C 0.190 -3.164 4.961 -0.619
C 1.976 -2.921 3.182 -0.683
C 3.950 -0.352 -2.077 -0.808
C -0.010 2.775 -1.547 0.648
C 1.671 0.519 -2.114 0.868
C -2.028 -1.338 -3.892 -0.711
C -1.158 4.731 -2.411 -0.776
C -3.355 -1.132 -3.482 -0.531
C -0.335 5.549 -1.623 -0.452
C -3.617 -0.212 -2.459 -0.681
C -1.242 0.261 -2.246 0.577
C 1.913 1.073 -3.384 -0.173
C -2.586 0.482 -1.837 -0.423
C 2.652 -0.353 -1.536 -0.554
C 0.841 3.609 -0.775 -0.418
C 0.688 4.998 -0.824 -0.791
C 4.190 0.242 -3.328 -0.544
C 3.159 0.914 -3.987 -0.738
C -0.991 3.352 -2.360 0.040
H -1.656 2.724 -2.951 0.405
H 0.348 -2.638 -1.609 0.259
H -1.822 -2.053 -4.692 0.423
H -0.478 6.618 -1.617 0.420
H 1.610 3.186 -0.126 0.204
H 1.087 -2.450 -1.470 -0.229
H 0.058 -0.796 -3.605 0.370
H 0.798 -2.750 5.794 0.376
H -1.930 -3.695 4.958 0.322
H -2.147 -0.251 1.771 0.354
H 4.763 -0.868 -1.542 0.431
H 1.119 1.633 -3.869 0.510
H 2.253 -3.975 3.089 0.357
H -3.009 -1.741 4.512 0.406
H -2.823 1.195 -1.039 0.517
H 3.327 1.345 -4.978 0.424
H 2.426 -1.154 -0.782 0.234
H -1.321 -2.722 6.358 0.339
H -1.113 0.702 2.869 0.299
H -1.930 5.176 -3.040 0.428
H 5.186 0.135 -3.771 0.422
H -4.655 -0.062 -2.146 0.400
H 2.048 -2.481 2.167 -0.006
H 0.369 -4.250 4.956 0.336
H -2.733 0.196 3.393 0.413
H -1.782 -0.787 5.397 0.388
H 2.726 -2.426 3.841 0.334
H 1.329 5.662 -0.248 0.425
H -4.176 -1.684 -3.947 0.422
```